Record 1
The following is a DFT calculation (wB97M-V/def2-TZVPD) of a structure of composition C3H6GaMgO4S at a distorted geometry.

Geometry as XYZ:
```
16
Properties=species:S:1:pos:R:3:lowdin_charge:R:1
Ga 0.713 -1.029 1.117 0.887
S 0.814 -3.205 -0.877 0.815
O -0.661 -2.640 -1.357 -0.738
O 0.913 -2.998 0.733 -0.638
O 1.628 0.065 -0.118 -0.244
C 1.208 1.389 -0.075 -0.285
C -0.301 1.659 -0.135 -0.174
O -1.074 0.479 -0.339 -0.327
C -1.229 -0.341 0.910 -0.100
Mg -0.322 -0.793 -1.687 1.038
H 1.625 1.862 -0.989 0.140
H 1.578 1.873 0.851 0.139
H -0.524 2.282 -1.014 0.145
H -0.650 2.158 0.781 0.143
H -1.974 -1.086 0.579 0.101
H -1.743 0.326 1.621 0.096
```

Calculated values
ΔE to the lowest compared entry with this formula, charge and spin: 10.6 kcal/mol
Frontier orbital gap: 5.41 eV
E_HOMO: -11.14 eV
Net charge: +1

Record 2
The following is a DFT calculation (wB97M-V/def2-TZVPD) of a structure of composition C3H6GaO3 at a distorted geometry.

Geometry as XYZ:
```
13
Properties=species:S:1:pos:R:3:lowdin_charge:R:1
H 1.221 -1.447 0.980 0.136
O -1.915 0.035 -0.842 0.621
C -1.005 -0.297 -0.147 -0.349
O -0.005 0.620 0.109 -0.126
Ga 1.802 0.393 -0.485 1.569
O -0.621 -1.539 0.006 0.192
C 0.738 -1.929 0.113 0.056
H 1.263 -1.814 -0.856 0.128
H 0.751 -3.005 0.310 0.199
C -0.480 2.003 0.193 0.111
H 0.414 2.581 0.445 0.141
H -0.878 2.374 -0.755 0.155
H -1.286 2.024 0.928 0.167
```

Calculated values
ΔE to the lowest compared entry with this formula, charge and spin: 50.0 kcal/mol
Frontier orbital gap (spin up / spin down): 7.45 / 6.88 eV
E_HOMO (spin up / spin down): -28.00 / -27.41 eV
Net charge: +3

Record 3
The following is a DFT calculation (wB97M-V/def2-TZVPD) of a structure of composition C3H6HfNOSbSe4 at a distorted geometry.

Geometry as XYZ:
```
17
Properties=species:S:1:pos:R:3:lowdin_charge:R:1
Hf -0.829 0.351 -0.577 0.557
N 2.916 -0.689 0.081 0.233
C 1.601 -0.827 0.005 -0.512
O 0.995 -0.546 -1.052 -0.152
C 0.843 -1.288 1.216 -0.213
C -0.366 -0.350 1.469 -0.334
H 3.448 -0.396 -0.727 0.142
H 3.414 -0.889 0.935 0.130
H 1.522 -1.380 2.075 0.113
H 0.485 -2.301 0.980 0.132
H -0.029 0.445 2.158 0.057
H -1.121 -0.909 2.039 0.052
Se -3.280 1.857 0.701 -0.061
Sb -2.924 1.981 -1.710 -0.115
Se -2.341 -0.590 -2.315 0.025
Se -0.252 2.452 -1.783 0.029
Se -4.080 3.079 -3.496 -0.083
```

Calculated values
Frontier orbital gap: 7.02 eV
E_HOMO: -8.10 eV
Net charge: 0

Record 4
The following is a DFT calculation (wB97M-V/def2-TZVPD) of a structure of composition C3H6I2NS at a distorted geometry.

Geometry as XYZ:
```
13
Properties=species:S:1:pos:R:3:lowdin_charge:R:1
C 0.450 0.107 -0.795 -0.261
C 1.416 -0.221 0.345 -0.455
C -2.036 0.050 -0.394 -1.299
N -0.874 -0.503 -0.662 -0.127
S 0.672 0.385 2.008 0.660
I -2.416 2.080 -0.300 1.030
I -3.505 -1.319 -0.023 1.029
H 0.408 1.197 -0.769 0.092
H 0.801 -0.306 -1.652 0.096
H 1.813 -1.306 0.573 0.115
H 2.364 0.236 0.154 0.067
H -0.794 -1.544 -0.948 0.184
H 1.703 1.142 2.464 -0.132
```

Calculated values
ΔE to the lowest compared entry with this formula, charge and spin: 15.8 kcal/mol
Frontier orbital gap: 7.76 eV
E_HOMO: -12.81 eV
Net charge: +1

Number 1: total energy -2941.64836 Ha, M 232.17 g mol⁻¹. Number 2: total energy -2266.77783 Ha, M 159.80 g mol⁻¹. Number 3: total energy -10142.01014 Ha, M 688.18 g mol⁻¹. Number 4: total energy -1165.92802 Ha, M 341.96 g mol⁻¹.